1.
The following is a quantum chemistry calculation of C20H29As2F6HfN4O8S3 as an isolated structure in a non-equilibrium geometry, from the OMol25 dataset.

XYZ file:
```
73
Properties=species:S:1:pos:R:3:forces:R:3
Hf 0.18059 0.54537 1.39417 2.252 -0.048 -1.969
As -0.95038 2.59771 0.14466 -0.200 1.469 -0.617
As 2.45043 1.90397 1.06312 0.540 1.134 -0.203
S -0.38743 0.27319 4.04815 -0.153 -0.050 0.194
S -1.40067 -1.62154 2.13060 -0.586 1.305 1.563
S -1.64716 -3.97751 -0.60016 0.024 0.510 -0.068
F -1.91056 2.41853 3.72703 -0.083 0.048 0.256
F -3.60897 -1.87324 0.50111 0.103 0.061 0.026
F -1.91013 -0.60945 -0.14525 -0.497 0.004 0.163
F -0.47622 2.60129 5.33537 0.189 -0.024 -0.031
F -3.33939 0.07876 1.31525 -0.145 -0.139 0.094
F 0.18456 2.63639 3.23090 -0.431 0.109 0.263
O -0.53074 -0.40064 5.27455 0.066 0.097 -0.375
O -1.66409 -2.50890 3.19130 0.068 -0.259 -0.609
O -1.54867 -3.33955 0.72744 0.094 -0.270 0.158
O -0.03269 -1.47037 1.48424 -1.206 -1.806 0.071
O -2.09802 -3.12530 -1.66951 0.064 -0.115 0.022
O 0.96722 0.28508 3.34744 -0.575 -0.066 0.785
O -0.61502 -2.43125 -4.24033 -0.016 -0.087 0.110
O -1.49870 -0.49189 -3.87939 -0.084 0.007 0.135
N 1.03323 -0.21234 -0.70168 -0.269 -0.565 0.563
N 0.74589 -2.17212 -1.70714 -0.034 -0.131 -0.025
N -1.39433 0.01144 2.79412 0.366 -0.766 0.613
N -0.76991 -1.41709 -3.60453 0.201 0.104 -0.354
C 1.93704 3.11790 -0.35928 -0.281 0.029 -0.127
C -2.74835 -0.99176 0.86032 0.224 -0.248 -0.322
C 4.05429 1.06964 0.43343 0.087 -0.346 -0.022
C 1.35655 5.01144 -2.32838 -0.005 0.054 -0.021
C 0.32477 4.32264 -1.70756 0.114 -0.022 -0.058
C 1.35941 -1.52825 -0.70486 0.111 0.091 -0.192
C 2.95794 3.82035 -0.98899 -0.032 0.023 -0.085
C -2.67486 -5.40922 -0.39885 -0.065 -0.096 -0.253
C 0.78254 -3.63985 -1.95402 0.039 0.068 0.076
C -3.53627 -5.66067 -1.63822 0.042 -0.095 0.131
C -1.62590 4.15582 1.06068 -0.171 -0.083 0.293
C 0.60144 3.37832 -0.72407 0.276 -0.129 0.002
C 0.04485 -1.20971 -2.42079 -0.257 -0.480 0.047
C -2.26931 2.43938 -1.25031 -0.204 -0.239 -0.043
C 3.14262 3.12565 2.37331 0.012 -0.054 0.316
C 2.67113 4.76251 -1.96698 0.030 0.014 -0.024
C 0.01756 -4.52470 -0.95435 0.107 0.052 -0.193
C 0.21963 -0.03271 -1.81132 0.292 0.581 0.161
C -0.70798 2.13069 4.15985 0.013 -0.002 -0.255
C 2.36388 -2.16929 0.18412 -0.090 0.003 0.056
H 0.50310 -4.62619 0.01482 0.014 -0.044 -0.012
H 4.00199 3.61362 1.91910 0.023 0.084 0.039
H 2.61272 -1.51963 1.02216 0.022 0.015 0.004
H 3.45992 2.58331 3.26227 0.030 0.009 0.021
H -0.06299 -5.51841 -1.40075 0.095 0.019 -0.028
H -2.64303 3.96811 1.39904 -0.023 0.037 0.025
H -1.84092 2.06599 -2.17496 -0.022 0.015 -0.061
H -1.99859 -6.23790 -0.17688 -0.034 0.009 0.073
H -2.95438 -5.64406 -2.55858 0.028 -0.032 0.015
H -3.25144 -5.18616 0.49960 -0.051 -0.073 -0.019
H 0.39849 -3.78836 -2.95349 -0.030 0.020 -0.088
H -1.61892 4.94459 0.31254 -0.034 0.079 0.018
H -0.99808 4.43596 1.90003 0.034 0.045 -0.014
H -2.68293 3.43366 -1.39579 -0.035 0.026 -0.089
H 3.87198 0.53273 -0.49308 0.023 0.022 -0.041
H 3.99297 3.64778 -0.72385 0.018 0.012 -0.003
H -0.10958 0.93328 -2.14621 -0.068 0.008 0.043
H 2.39702 3.86746 2.64349 -0.004 0.047 -0.016
H 4.78284 1.86095 0.28147 0.086 -0.026 -0.058
H -4.33189 -4.92501 -1.71909 0.028 0.032 -0.015
H 3.47755 5.30450 -2.44301 -0.008 -0.006 0.002
H 3.28176 -2.34959 -0.38049 0.010 0.010 -0.008
H 1.82569 -3.95163 -1.94278 0.038 0.018 -0.030
H 4.43093 0.39267 1.19809 0.044 -0.013 0.008
H -0.69506 4.53750 -2.00079 -0.016 0.012 -0.015
H 2.02367 -3.12101 0.58717 -0.028 0.028 0.009
H 1.12975 5.75091 -3.08502 0.007 -0.019 -0.006
H -3.06713 1.77355 -0.93056 -0.049 0.014 -0.005
H -3.98523 -6.64733 -1.53964 -0.026 0.008 -0.004
```
Positions in Å, forces in eV/Å.

Calculated values
2S+1: 1
Charge: +3
HOMO energy: -0.653 Eh
Energy above the lowest of the compared OMol25 structures with the same formula, charge and spin: 29.87 kcal per mole

Here are the Löwdin charges for atoms 1 to 5, given in e: atom 1 (Hf): 1.35, atom 2 (As): 1.09, atom 3 (As): 1.10, atom 4 (S): 0.74, atom 5 (S): 0.83

=====

2.
The following is a quantum chemistry calculation of C20H29AsBF4N4O5OsP as an isolated structure in a non-equilibrium geometry, from the OMol25 dataset.

XYZ file:
```
66
Properties=species:S:1:pos:R:3:forces:R:3
Os -0.03865 0.07538 0.02546 -1.038 1.572 -0.437
As 0.51588 -2.27835 -0.35853 0.112 0.038 0.227
P -3.30492 0.86358 0.48240 -0.001 -0.174 0.294
F 0.01023 2.08092 1.24509 0.242 -0.264 0.153
F 1.17470 3.09985 -0.45361 -0.095 0.319 0.183
F -0.60979 4.20487 0.57866 -0.121 -0.284 -0.147
F -0.95909 2.32972 -0.73049 0.022 -0.192 -0.157
O -0.98499 -0.21026 -1.77729 0.338 -0.522 -0.059
O -3.78066 1.21975 -0.88205 0.082 0.085 -0.156
O -2.69452 -0.57473 -3.01716 0.175 -0.160 -0.021
O -1.99263 0.18972 0.80355 -0.193 -0.120 0.089
O -2.51164 -1.64387 -1.14598 -0.012 -0.143 -0.090
N 1.97933 0.36683 -0.40140 -0.049 -0.071 0.026
N -2.11781 -0.83961 -2.00897 -0.485 0.363 0.301
N -3.39525 3.55160 0.44170 0.251 0.190 -0.028
N -5.11015 -0.99962 -0.15151 0.105 0.004 -0.042
C -0.29721 -3.46440 0.92306 -0.043 -0.060 -0.214
C 3.93461 0.92200 -1.69713 -0.054 -0.003 -0.001
C 0.50087 -0.83831 4.15870 0.075 0.057 0.085
C 0.64051 -0.45964 1.78957 0.660 -0.686 0.376
C 4.51120 1.25132 -2.94533 -0.010 0.009 -0.070
C -4.61646 -0.30154 1.08396 -0.011 0.068 -0.021
C 2.40144 -2.67630 -0.23397 -0.043 -0.033 0.016
C 2.53731 0.71118 -1.60805 0.100 -0.039 -0.023
C 4.11631 0.50240 0.66191 0.037 0.028 -0.060
C 2.58374 -0.08882 3.18436 -0.075 0.017 0.087
C 1.74431 0.86169 -2.76129 0.001 0.026 -0.082
C 1.83495 -0.45668 4.29103 0.032 0.000 -0.004
C -0.09516 -0.84080 2.91391 -0.069 0.015 -0.169
C 4.71044 0.81133 -0.52811 -0.020 -0.022 0.068
C 3.72805 1.37666 -4.05480 0.026 0.000 0.013
C 2.73387 0.27894 0.69401 -0.088 -0.048 0.032
C 0.07465 -2.98957 -2.09890 0.097 0.011 0.061
C 2.33495 1.18736 -3.95200 -0.026 0.001 0.021
C -3.41340 2.43620 1.44722 0.029 0.030 -0.056
C 2.00793 -0.11407 1.91878 -0.189 0.033 -0.050
B -0.04276 3.01331 0.14300 0.164 0.249 -0.204
H -2.44572 3.96040 0.35282 -0.054 -0.095 0.103
H -0.98474 -3.22202 -2.16236 0.051 -0.011 0.011
H 3.60980 0.22197 3.32175 -0.001 0.011 0.003
H -5.41406 -0.29212 -0.82991 0.025 0.012 -0.033
H -5.45821 0.23351 1.52181 -0.009 -0.037 0.011
H -0.00752 -4.48234 0.66424 -0.027 -0.017 0.013
H 1.71442 1.31591 -4.82889 0.012 -0.006 -0.011
H -2.57252 2.55443 2.12637 -0.006 -0.005 0.006
H -4.34723 2.49351 2.00336 0.024 -0.005 0.038
H 4.69696 0.41837 1.56702 0.019 0.002 -0.008
H 5.58106 1.40627 -2.99917 0.001 0.002 0.008
H 2.82202 -2.34534 0.71329 -0.058 -0.043 -0.035
H -0.06548 -1.11880 5.03681 -0.006 -0.010 -0.013
H -4.32495 -1.49517 -0.61896 0.012 0.003 0.015
H 0.67215 0.75521 -2.71657 0.010 -0.017 0.046
H -4.25468 -1.04810 1.78516 0.057 0.013 0.003
H -4.04218 4.29864 0.68769 0.007 0.039 -0.019
H 4.16559 1.63236 -5.00965 0.007 0.002 0.004
H 5.77910 0.97638 -0.58432 0.002 0.007 0.002
H 2.93682 -2.21627 -1.06465 -0.032 -0.014 0.036
H 0.66356 -3.90144 -2.19291 -0.047 -0.024 -0.077
H -1.37992 -3.36796 0.87198 0.016 0.024 -0.006
H -5.86923 -1.65104 0.04540 -0.017 -0.003 -0.019
H 0.05638 -3.22223 1.91970 0.037 -0.033 0.024
H -1.13338 -1.12647 2.80063 0.037 0.004 0.010
H 2.29374 -0.44381 5.27061 -0.001 -0.007 -0.003
H 2.48519 -3.76092 -0.30167 0.048 0.002 -0.025
H 0.36192 -2.28806 -2.87935 0.016 0.005 0.020
H -3.64908 3.15710 -0.48000 -0.045 -0.088 -0.049
```
Positions in Å, forces in eV/Å.

Calculated values
2S+1: 1
Charge: +2
HOMO energy (alpha / beta): -0.505 / -0.505 Eh
Energy above the lowest of the compared OMol25 structures with the same formula, charge and spin: 7.84 kcal per mole

Here are the Löwdin charges for atoms 1 to 5, given in e: atom 1 (Os): 1.46, atom 2 (As): 1.12, atom 3 (P): 0.49, atom 4 (F): 0.05, atom 5 (F): 0.21

=====

3.
The following is a quantum chemistry calculation of C20H29BBaN5O5S3Si as an isolated structure in a non-equilibrium geometry, from the OMol25 dataset.

XYZ file:
```
65
Properties=species:S:1:pos:R:3:forces:R:3
Ba -0.38228 -0.14264 1.44711 1.435 1.126 -0.668
S 0.52763 -1.91879 -0.96639 -0.145 0.059 -0.184
S -0.90537 2.76815 3.06924 0.016 0.056 0.133
S 2.30969 1.52876 0.71693 0.160 -0.129 -0.161
Si 0.41826 -2.20665 -4.24895 0.043 -0.007 0.126
O 0.71414 -2.53721 2.31564 0.110 0.121 0.030
O -1.97773 -3.38101 1.69382 0.097 0.126 0.019
O -2.67564 -0.70579 2.11758 -1.044 -0.323 0.278
O 1.26071 -4.67328 2.60576 0.214 0.001 -0.022
O -1.23673 -1.02664 3.76985 -0.252 -0.287 0.406
N 3.01987 1.80640 3.31549 0.075 -0.064 0.007
N -1.39834 -0.08821 -1.17602 -0.077 -0.070 -0.016
N 2.18984 3.62743 2.47193 0.124 0.138 0.063
N -1.80004 3.33525 0.58788 0.091 -0.073 -0.092
N 0.21713 4.09421 0.92052 -0.121 0.076 0.005
C -0.73194 -1.09290 -3.26543 -0.090 0.026 -0.241
C -2.15478 -1.41596 3.01764 -0.169 -0.127 0.206
C 2.20159 -1.64984 -4.11274 -0.041 -0.034 -0.044
C -1.36237 3.85840 -0.61557 -0.016 0.112 0.043
C 2.49076 3.86884 3.79013 0.008 0.055 0.055
C 0.22906 -4.02533 -3.82449 -0.013 0.058 -0.040
C -3.09607 2.75726 0.85969 -0.026 -0.138 0.098
C 3.49317 0.44920 3.42082 0.002 -0.080 0.004
C -1.70672 -0.34875 -3.90657 -0.017 0.021 0.036
C 2.51080 2.35939 2.18467 -0.114 -0.181 -0.108
C -0.62414 -0.95568 -1.85741 0.331 -0.287 0.133
C 0.41111 -3.69490 2.24557 -0.200 -0.060 0.053
C -0.11373 4.31925 -0.39469 -0.086 0.064 -0.001
C 3.01908 2.74938 4.32373 -0.055 0.045 0.074
C -0.80926 3.45272 1.51537 0.178 0.003 0.012
C -2.33035 0.59803 -1.83120 -0.038 0.100 -0.152
C -2.54249 0.50508 -3.18956 0.003 0.013 0.060
C -0.90205 -4.26378 1.73694 -0.027 -0.143 0.033
C -2.47917 -2.90928 2.95257 -0.046 -0.049 0.149
C -0.06493 -2.04523 -6.06910 0.026 0.004 0.062
B 1.53471 4.67218 1.53800 -0.122 -0.026 -0.010
H 0.58759 -2.69036 -6.66102 0.022 -0.024 -0.041
H -3.05490 1.66261 0.87542 -0.084 0.127 0.046
H 4.30064 0.27190 2.70986 -0.032 -0.012 0.005
H -1.12703 -5.16961 2.31461 0.023 0.039 0.003
H -1.09364 -2.35685 -6.25680 -0.051 -0.026 0.003
H 2.28834 -0.59101 -4.36279 0.001 0.040 -0.011
H 1.30551 5.63891 2.23246 -0.111 0.031 -0.024
H 3.35715 2.52127 5.31709 0.017 0.005 0.041
H -0.82719 -4.29793 -3.78109 -0.035 -0.013 -0.011
H -2.93613 1.26453 -1.23023 -0.032 -0.004 -0.008
H 0.58649 4.78794 -1.06009 0.005 0.007 -0.042
H -3.43288 3.08456 1.84320 0.016 -0.016 -0.060
H -3.79178 3.09606 0.09317 -0.007 -0.039 -0.013
H 0.05384 -1.02698 -6.44277 0.007 0.052 0.000
H -2.01769 -3.44113 3.78751 0.031 -0.012 -0.009
H 2.26113 4.81760 4.23517 0.029 0.045 0.051
H -1.82807 -0.42475 -4.98067 0.003 -0.013 -0.044
H 2.23588 4.95605 0.59704 0.132 -0.037 0.009
H 0.67359 -4.25071 -2.85791 0.022 0.011 0.026
H 0.70537 -4.63619 -4.59516 0.023 -0.044 -0.013
H -0.69668 -4.55751 0.70280 -0.039 -0.006 0.023
H 2.69256 -0.26091 3.20768 0.027 0.021 -0.006
H -3.31805 1.08838 -3.66568 -0.015 0.000 -0.032
H -3.56043 -3.05697 2.97232 0.023 -0.086 -0.105
H 2.10262 -4.23502 2.82291 -0.194 -0.114 -0.040
H 2.58166 -1.78944 -3.10235 -0.018 -0.006 0.006
H 2.82330 -2.21246 -4.81311 0.049 -0.028 -0.018
H -1.97287 3.84990 -1.49749 -0.042 -0.021 -0.087
H 3.84827 0.29008 4.43714 0.020 -0.002 0.004
```
Positions in Å, forces in eV/Å.

Calculated values
2S+1: 1
Charge: -1
HOMO energy: -0.170 Eh

Here are the Löwdin charges for atoms 1 to 5, given in e: atom 1 (Ba): 1.70, atom 2 (S): 0.47, atom 3 (S): 0.55, atom 4 (S): 0.51, atom 5 (Si): 0.49

=====

4.
The following is a quantum chemistry calculation of C20H29CaMnN4O16 as an isolated structure in a non-equilibrium geometry, from the OMol25 dataset.

XYZ file:
```
71
Properties=species:S:1:pos:R:3:forces:R:3
Mn 9.53045 -2.71391 -9.57460 1.407 1.413 1.218
Ca 12.78286 -0.21826 -5.87667 -1.309 -0.529 -1.599
O 7.97141 -0.32457 -7.54643 -0.552 -1.473 -1.629
O 8.97220 0.68808 -5.99670 2.232 0.375 1.776
O 6.58934 -2.27935 -12.96996 -2.484 0.802 -2.410
O 15.14870 6.21620 -6.69936 0.577 -0.834 0.351
O 13.15604 6.54997 -7.56119 0.324 -0.075 -0.764
O 12.22750 1.83563 -11.70300 0.477 0.166 -0.057
O 13.27335 -0.00462 -19.71280 -0.317 -0.304 0.998
O 7.08558 1.43564 -6.68030 0.370 -0.658 -0.053
O 11.09321 0.14449 -11.11895 -1.744 -2.154 -0.977
O 6.21465 -1.06422 -14.84206 -0.363 1.141 -0.035
O 12.35545 1.03053 -9.68503 0.883 0.378 0.524
O 12.37562 -0.33275 -17.68343 -3.379 0.020 0.719
O 4.49135 -2.23744 -14.07566 2.296 -0.550 1.507
O 11.95375 -2.99594 -7.66754 -0.536 0.898 0.003
O 13.50404 4.65251 -6.40616 1.128 1.858 -0.489
O 14.45940 -0.57033 -17.95478 3.198 -1.466 1.816
N 13.61886 5.63789 -15.59062 -0.531 -0.283 1.705
N 7.99746 0.61343 -6.72545 -0.911 0.823 -0.560
N 17.12965 3.71584 -11.65436 -0.306 -0.868 -0.835
N 11.92247 1.01455 -10.85862 0.143 0.623 1.319
C 14.35634 6.57623 -16.15543 1.174 1.520 -2.011
C 19.28138 3.79809 -11.07651 -0.425 -2.258 -0.345
C 15.00867 -0.03016 -15.70560 0.982 1.134 0.786
C 15.36546 7.40099 -7.46320 -1.711 0.170 -0.517
C 5.02208 -0.43762 -15.40339 0.411 1.345 -1.811
C 18.82614 5.08355 -11.28774 -0.333 1.344 -0.458
C 14.29294 6.38238 -17.54016 0.509 1.037 0.867
C 3.94474 -1.49030 -15.12172 -0.070 1.252 -0.966
C 5.33894 0.00723 -16.88178 -0.179 -1.802 0.128
C 13.98616 7.54402 -8.21182 -0.255 1.092 0.945
C 18.20169 2.96602 -11.35382 1.062 -0.995 0.588
C 13.23583 8.87511 -8.06604 0.066 0.179 -0.428
C 13.04210 4.84967 -16.52211 -0.531 -0.418 0.267
C 17.51588 4.99980 -11.73258 -0.218 1.763 0.904
C 13.91452 5.71892 -6.85223 -0.906 -1.619 0.501
C 13.46336 5.28413 -17.76640 -0.815 -1.133 0.377
C 13.36209 -0.30438 -18.54697 -1.000 1.273 -3.072
C 14.21453 -0.94158 -16.57868 1.610 -0.982 0.077
C 12.74659 -0.83643 -16.41488 -0.461 1.174 0.457
C 5.84358 -1.87454 -13.87308 0.294 -1.707 1.678
H 16.14022 7.24466 -8.21380 0.230 0.003 0.452
H 13.80024 9.69894 -8.50289 0.283 0.010 0.218
H 12.29837 4.19289 -16.09562 0.076 -0.520 -0.802
H 14.83329 7.37805 -15.61138 0.031 -0.233 0.065
H 18.10809 1.89281 -11.43039 0.243 0.031 0.228
H 12.94041 9.11751 -7.04522 0.527 -0.175 0.188
H 12.28837 8.91235 -8.60366 0.044 -0.561 -0.252
H 14.89816 1.02297 -15.96407 -0.479 0.036 -0.400
H 6.27492 0.53334 -17.06953 -0.112 0.349 0.831
H 14.73240 7.05830 -18.25878 0.092 -0.267 -0.041
H 14.74633 -0.04879 -14.64781 -0.250 -0.504 0.031
H 19.41978 5.97206 -11.13107 -0.244 0.100 -0.209
H 14.47959 -1.98754 -16.42433 0.589 0.016 -0.293
H 4.53219 0.53435 -17.39110 -0.140 0.138 0.488
H 4.74109 0.49231 -14.90905 0.591 -0.116 0.777
H 20.27250 3.41447 -10.88441 -0.040 0.323 0.208
H 12.51348 -3.79334 -7.59421 -0.554 0.452 -0.240
H 3.02732 -1.03460 -14.74919 0.004 0.001 -0.185
H 16.09042 -0.15636 -15.75020 -0.029 -0.511 -0.197
H 13.46512 5.57182 -14.59457 -0.086 -0.092 -0.315
H 12.19150 -1.72243 -16.10667 0.145 -0.245 -0.628
H 13.18088 4.77998 -18.67879 0.073 0.346 -0.092
H 16.78454 5.77248 -11.91833 0.190 0.039 -0.105
H 14.16283 7.30307 -9.26007 -0.457 -0.262 0.002
H 16.28205 3.28141 -11.99046 0.011 0.523 0.039
H 12.59183 -0.11585 -15.61182 -0.629 0.412 -0.288
H 5.48856 -0.90173 -17.46446 -0.140 -0.263 -0.099
H 3.73136 -2.03428 -16.04185 0.057 -0.648 0.272
H 15.56156 8.22564 -6.77793 0.169 -0.052 -0.150
```
Positions in Å, forces in eV/Å.

Calculated values
2S+1: 6
Charge: +1
HOMO energy (alpha / beta): -0.335 / -0.335 Eh
Expectation value of S²: 8.80

Here are the Löwdin charges for atoms 1 to 5, given in e: atom 1 (Mn): 1.46, atom 2 (Ca): 1.79, atom 3 (O): -0.10, atom 4 (O): -0.08, atom 5 (O): 0.08